1.
{"formula": "C35H44N6O8", "method": "ωB97M-V with the def2-TZVPD basis set", "species": ["C", "C", "O", "C", "C", "O", "C", "C", "O", "C", "C", "C", "N", "C", "C", "N", "C", "C", "C", "C", "N", "C", "C", "C", "O", "C", "C", "C", "N", "C", "C", "H", "H", "H", "H", "H", "H", "H", "H", "H", "H", "H", "H", "H", "H", "H", "H", "H", "H", "H", "H", "H", "H", "H", "H", "H", "H", "H", "H", "H", "H", "H", "H", "H", "H", "O", "N", "O", "C", "C", "C", "C", "C", "C", "H", "H", "H", "H", "H", "O", "N", "O", "C", "C", "C", "C", "C", "C", "H", "H", "H", "H", "H"], "coordinates": [[3.6226, -0.4153, -0.9254], [3.4871, 1.1884, -0.5456], [2.1626, 1.7636, -0.8513], [1.7306, 2.7265, 0.1764], [0.8921, 4.0110, -0.4049], [-0.0155, 3.7066, -1.5246], [-0.7333, 4.9631, -1.9208], [-2.2715, 4.8214, -1.2796], [-3.0386, 4.0379, -2.2605], [-4.4523, 3.8921, -1.8823], [-4.7874, 2.2876, -1.8610], [-3.8673, 1.6184, -3.0866], [-3.1816, 1.1597, -4.0970], [-4.5004, 1.5348, -0.4328], [-2.8706, 1.5774, -0.1783], [-1.5999, 1.4067, 0.1072], [-5.1056, -0.0006, -0.5842], [-4.6868, -0.9933, 0.6780], [-4.6586, -2.5304, 0.0193], [-3.1998, -2.8945, -0.6465], [-3.2095, -3.0603, -2.1498], [-2.5866, -1.8360, -2.8532], [-2.2774, -4.2070, -2.5940], [-0.7173, -4.3208, -2.0220], [-2.7109, -5.1135, -3.4969], [-5.2334, 2.2481, 0.8490], [-6.6873, 1.7369, 1.5013], [-7.2177, 2.5919, 2.7816], [-6.6254, 3.7488, 3.5105], [-5.3114, 4.2363, 3.0045], [-4.6291, 3.5374, 1.7047], [3.0525, -0.7011, -1.9121], [4.7697, -0.6638, -1.1001], [3.2767, -1.1029, -0.0244], [4.3105, 1.7647, -1.1889], [3.8144, 1.2958, 0.5760], [1.1067, 2.1258, 0.9840], [2.7024, 3.1660, 0.7122], [0.3678, 4.5860, 0.4838], [1.7066, 4.7669, -0.8410], [-0.7730, 5.0608, -3.0921], [-0.2351, 5.9236, -1.4597], [-2.7419, 5.8708, -1.0564], [-2.1148, 4.2761, -0.2418], [-5.0854, 4.3501, -2.7842], [-4.7784, 4.4848, -0.9281], [-5.9147, 2.0860, -2.1902], [-6.2911, -0.0160, -0.7052], [-4.7020, -0.5600, -1.5585], [-3.6179, -0.7881, 1.1073], [-5.4633, -0.9639, 1.5706], [-5.4792, -2.4919, -0.8463], [-5.0219, -3.3152, 0.8119], [-2.8589, -3.9298, -0.1644], [-2.4041, -2.1028, -0.2544], [-3.4487, -1.4483, -3.5823], [-1.6353, -2.1091, -3.4778], [-2.4126, -0.9326, -2.0948], [-0.5635, -5.4429, -1.7140], [-0.5173, -3.5577, -1.1523], [-0.0327, -4.0015, -2.9399], [-7.2772, 0.8136, 1.0534], [-8.2722, 2.2228, 3.2090], [-4.7683, 5.1271, 3.5362], [-3.5967, 3.9937, 1.3312], [6.2839, 1.0629, -0.9293], [6.5182, 0.5561, 0.1779], [5.9990, -0.4892, 0.5949], [7.4718, 1.2439, 1.0566], [8.0542, 2.4491, 0.6406], [8.9420, 3.1112, 1.4908], [9.2473, 2.5716, 2.7413], [8.6738, 1.3658, 3.1487], [7.7824, 0.6959, 2.3083], [7.8266, 2.8828, -0.3307], [9.3942, 4.0506, 1.1797], [9.9358, 3.0944, 3.4030], [8.9191, 0.9501, 4.1235], [7.3414, -0.2411, 2.6417], [4.1370, -4.7625, -1.0639], [3.1226, -4.5432, -0.3852], [2.3596, -3.5813, -0.5548], [2.8067, -5.4843, 0.6959], [3.6627, -6.5654, 0.9472], [3.3700, -7.4435, 1.9925], [2.2312, -7.2451, 2.7748], [1.3748, -6.1736, 2.5155], [1.6586, -5.2872, 1.4747], [4.5541, -6.7338, 0.3469], [4.0318, -8.2818, 2.1998], [2.0101, -7.9292, 3.5923], [0.4876, -6.0274, 3.1278], [0.9830, -4.4552, 1.2875]], "forces_ev_per_angstrom": [[0.3, -0.1, -0.1], [1.4, -0.6, -0.8], [0.9, 0.7, 1.8], [0.0, -0.2, 0.7], [1.6, 0.6, -0.5], [0.2, 2.4, 1.0], [-1.1, -0.4, 0.8], [1.8, 0.4, -0.1], [-1.0, 1.1, 2.5], [-0.6, 0.0, -1.7], [0.2, 0.0, -1.1], [4.3, -2.8, -6.5], [-6.5, 4.2, 9.4], [0.2, -0.1, 0.0], [8.4, -2.3, 2.3], [-12.0, 1.7, -2.7], [0.7, -1.1, 0.5], [-0.2, -1.1, -0.5], [-0.9, 0.9, -0.5], [0.5, -0.9, 1.8], [2.9, -0.6, 0.1], [-1.6, 1.4, -0.7], [-1.8, -4.1, -3.5], [-0.9, 0.5, -0.8], [2.7, 5.9, 5.8], [-2.6, 2.2, 4.4], [2.9, 3.5, 1.1], [1.4, -0.1, -1.2], [2.7, -2.3, -4.4], [-1.7, -3.8, -2.9], [-1.6, -1.0, 0.3], [0.9, 0.7, 2.1], [-3.0, 0.6, 0.2], [0.5, 1.5, -2.0], [-2.1, -1.1, 1.4], [-1.0, 0.0, -1.9], [1.1, 1.3, -1.6], [-2.2, -0.7, -1.1], [0.8, -1.4, -1.6], [-1.6, -1.5, 0.9], [0.0, -0.4, 2.4], [-0.8, -1.9, -0.9], [0.7, -1.8, -0.7], [-0.5, 0.8, -2.1], [1.3, -1.0, 1.9], [0.8, -1.5, -1.5], [2.5, 0.5, 0.9], [2.6, 0.5, 0.3], [-0.6, 1.7, 2.0], [-2.0, 0.0, -0.9], [1.6, 0.1, -1.9], [1.8, -0.4, 1.8], [1.0, 1.5, -1.6], [-0.8, 2.1, -1.0], [-1.6, -1.5, -1.0], [2.2, -0.8, 1.3], [-1.8, 0.7, 1.3], [0.0, -2.1, -1.6], [-0.1, 2.4, -0.7], [-0.4, -1.7, -1.7], [-1.4, -1.0, 2.0], [1.3, 2.3, 1.2], [2.7, 1.1, -0.9], [-1.3, -2.0, -1.1], [-2.4, -1.2, 0.9], [0.9, -0.8, 1.6], [-0.7, -0.6, -0.7], [1.2, 1.5, -0.2], [0.6, 0.6, 0.6], [0.0, -0.1, 0.1], [-0.2, -0.4, 0.1], [-0.1, -0.1, -0.1], [-0.1, 0.2, -0.4], [0.0, 0.0, 0.0], [-0.1, -0.3, 0.2], [-0.1, -0.2, 0.0], [-0.1, -0.1, -0.1], [-0.1, 0.0, -0.2], [0.0, 0.2, -0.3], [-1.5, 0.3, 1.0], [0.4, 0.9, -1.1], [1.1, -1.4, 0.2], [-0.2, -0.7, 0.8], [-0.1, 0.1, 0.0], [-0.3, 0.3, -0.1], [0.0, 0.1, -0.1], [0.3, -0.1, -0.2], [0.1, 0.0, 0.0], [-0.3, 0.2, 0.0], [-0.1, 0.2, -0.1], [0.0, 0.1, -0.2], [0.2, 0.0, -0.2], [0.3, -0.1, -0.1]], "mulliken_charge": [-0.67, -0.33, -0.24, -0.36, -0.43, -0.27, -0.68, 0.35, -0.31, -0.59, 0.23, 0.09, -0.59, 2.02, -0.39, -0.58, -1.14, -0.38, -0.81, -0.29, -0.04, -0.51, 0.18, -0.56, -0.59, -0.21, -0.42, -0.23, -0.48, -0.35, 0.02, 0.29, 0.23, 0.11, 0.16, 0.27, 0.20, 0.34, 0.25, 0.34, 0.27, 0.33, 0.32, -0.26, 0.28, 0.32, 0.50, 0.25, 0.30, 0.25, 0.38, 0.34, 0.36, 0.29, 0.24, 0.24, 0.29, 0.12, 0.29, 0.16, 0.32, 0.22, 0.27, 0.31, 0.04, -0.58, 0.99, -0.55, 0.04, -0.28, -0.51, -0.36, -0.51, -0.22, 0.43, 0.36, 0.37, 0.36, 0.42, -0.59, 0.99, -0.51, -0.04, -0.40, -0.44, -0.37, -0.52, -0.09, 0.43, 0.37, 0.37, 0.37, 0.45], "total_charge": 0, "lumo_ev": -0.8, "fmax_ha_per_bohr": 0.2418, "homo_energy_ev": -8.841, "smiles": "CCOCCOCCOC[C@@H](C#N)[C@](C#N)(CCCCN(C)C(C)=O)c1ccncc1.O=[N+]([O-])c1ccccc1.O=[N+]([O-])c1ccccc1"}

2.
{"formula": "C13H22O3", "method": "ωB97M-V with the def2-TZVPD basis set", "species": ["C", "C", "C", "C", "C", "C", "C", "C", "C", "C", "O", "C", "O", "C", "C", "O", "H", "H", "H", "H", "H", "H", "H", "H", "H", "H", "H", "H", "H", "H", "H", "H", "H", "H", "H", "H", "H", "H"], "coordinates": [[-2.0679, 0.5673, 2.5862], [-1.6311, -0.0298, 1.1508], [-2.8130, -0.0680, 0.2042], [-0.3145, 0.7222, 0.6535], [-0.4292, 2.1848, -0.0831], [1.0546, 2.5700, -0.4105], [2.0531, 1.4262, -0.7318], [3.0750, 1.8291, -1.8204], [1.3299, 0.0845, -1.2066], [0.4213, -0.4677, -0.1333], [1.1732, -1.1747, 0.8368], [1.1414, -2.4994, 0.6222], [1.8113, -3.3264, 1.1949], [0.2767, -2.6900, -0.6284], [-0.9999, -3.5219, -0.2353], [-0.2342, -1.3742, -0.9900], [-2.2727, 1.6279, 2.4752], [-1.3886, 0.3353, 3.3436], [-3.0116, 0.1591, 2.9398], [-1.2348, -0.9785, 1.4836], [-2.6312, -0.8185, -0.6315], [-3.7288, -0.3128, 0.6874], [-2.9693, 0.9733, -0.1956], [0.2081, 0.9799, 1.4898], [-0.9409, 2.9561, 0.4363], [-0.8486, 2.1014, -1.0978], [1.0440, 3.5309, -0.8889], [1.5746, 3.0462, 0.4337], [2.5509, 1.2865, 0.2234], [3.6710, 0.9250, -2.1593], [2.4955, 2.1264, -2.7348], [3.7179, 2.6141, -1.4971], [2.1400, -0.5875, -1.4244], [0.7929, 0.2006, -2.1498], [0.9327, -3.2893, -1.3575], [-1.7064, -2.9233, 0.4381], [-1.5865, -3.7281, -1.0956], [-0.6549, -4.4569, 0.2720]], "forces_ev_per_angstrom": [[-1.3, 0.1, -2.7], [0.3, 1.9, 2.7], [1.1, 0.3, -1.7], [-4.0, -1.2, -3.1], [2.4, -3.3, -1.7], [0.1, 0.9, 2.2], [-0.9, -0.2, -1.9], [-1.1, -1.7, -1.0], [2.1, 3.1, 1.3], [1.9, 3.1, -1.9], [-0.1, -0.2, 1.0], [0.9, -0.3, -1.1], [-1.1, 1.0, -0.3], [-1.8, -1.3, 0.8], [0.8, 0.4, 1.5], [-0.7, -2.6, 1.4], [0.3, 0.3, 0.3], [1.5, 0.0, 1.0], [-0.2, -0.4, -0.3], [-0.3, -0.8, -0.5], [-0.3, 1.2, 0.8], [-0.7, -0.4, 0.6], [0.2, -1.0, 0.0], [1.9, 0.0, 2.3], [-0.5, 0.3, 0.8], [-0.5, -0.2, 0.5], [0.0, 0.0, -2.1], [-0.6, -0.5, 1.0], [0.3, -0.7, -0.1], [-0.4, 1.1, 0.6], [0.6, 0.1, 0.8], [0.6, 0.6, 0.1], [0.3, -0.8, 0.0], [-0.2, 0.4, 0.3], [-1.1, 1.4, 0.4], [1.4, -0.7, -0.7], [-0.3, -0.4, -0.9], [-0.5, 0.6, -0.4]], "mulliken_charge": [-1.76, 0.64, -1.43, -0.34, -0.97, -1.11, 0.58, -1.67, -1.73, 1.13, -0.38, 0.34, -0.61, 0.38, -1.20, -0.51, 0.35, 0.45, 0.47, 0.14, 0.20, 0.52, 0.32, 0.67, 0.45, 0.38, 0.60, 0.37, 0.48, 0.33, 0.34, 0.44, 0.54, 0.37, 0.32, 0.18, 0.36, 0.39], "relative_energy_kcal_mol": 39.6, "total_charge": 0, "lumo_ev": 0.8, "fmax_ha_per_bohr": 0.1004, "homo_energy_ev": -9.514, "smiles": "CC(C)[C@@H]1CC[C@H](C)C[C@@]12OC(=O)[C@@H](C)O2"}

3.
{"formula": "C10H15N2O", "method": "ωB97M-V with the def2-TZVPD basis set", "species": ["C", "C", "C", "C", "C", "C", "C", "C", "C", "C", "N", "N", "O", "H", "H", "H", "H", "H", "H", "H", "H", "H", "H", "H", "H", "H", "H", "H"], "coordinates": [[1.8771, -0.3733, -0.9428], [-3.2275, 0.1051, 0.3354], [1.5030, 0.7928, -1.4338], [-2.2635, 0.4685, 1.1969], [-2.0014, -0.7548, -1.4782], [0.9341, -0.8740, 0.1150], [-0.2475, 0.0801, -0.0749], [0.5148, -2.3275, -0.1196], [1.5892, -0.7542, 1.5025], [0.5969, 2.4629, 0.0768], [-3.0096, -0.4882, -0.8793], [0.2905, 1.3035, -0.7957], [-0.9231, 0.4427, 1.1076], [2.7505, -0.9229, -1.2382], [-4.2683, 0.2122, 0.5918], [1.9761, 1.4102, -2.1743], [-2.5459, 0.8605, 2.1661], [-1.6802, -1.2464, -2.3597], [1.3503, -2.9971, 0.0677], [0.1795, -2.4812, -1.1418], [-0.2918, -2.5928, 0.5593], [1.9170, 0.2616, 1.7060], [2.4525, -1.4098, 1.5571], [0.8796, -1.0459, 2.2717], [1.0131, 3.2719, -0.5196], [-0.3073, 2.8062, 0.5730], [1.3212, 2.1629, 0.8315], [-0.3792, 1.6269, -1.5002]], "forces_ev_per_angstrom": [[-0.6, 0.2, 0.1], [0.2, 0.4, 0.9], [0.5, -0.3, -0.3], [-0.9, 0.1, -0.1], [1.7, 1.6, 2.5], [0.0, 0.1, 0.2], [-2.5, -1.3, -1.4], [0.0, 0.2, 0.0], [-0.2, 0.1, -0.1], [0.1, 0.6, 0.6], [0.1, -0.7, -1.3], [-0.1, 0.2, 0.1], [1.1, -0.3, -0.6], [0.3, 0.0, -0.1], [0.0, 0.1, 0.2], [0.0, 0.2, -0.1], [-0.1, 0.0, 0.0], [0.2, -0.4, -0.6], [0.1, -0.1, 0.0], [-0.1, 0.0, -0.1], [-0.1, -0.1, 0.1], [0.1, 0.1, 0.1], [0.1, -0.1, 0.0], [0.0, 0.0, 0.1], [0.0, -0.1, -0.1], [0.0, -0.1, -0.1], [-0.1, 0.0, -0.1], [0.1, -0.2, 0.1]], "mulliken_charge": [-0.96, -0.28, -0.57, -0.11, 0.16, 2.16, -0.85, -1.85, -1.55, -0.82, -0.33, 0.19, -0.28, 0.53, 0.42, 0.55, 0.41, 0.42, 0.51, 0.37, 0.34, 0.30, 0.45, 0.38, 0.38, 0.35, 0.28, 0.40], "relative_energy_kcal_mol": 79.7, "total_charge": 1, "lumo_ev": -3.4, "fmax_ha_per_bohr": 0.0660, "homo_energy_ev": -12.010}